Entry 1:
This record from OMol25 describes a structure of composition C3H7Cl4Hg2O in a non-equilibrium geometry. The level of theory is the ωB97M-V functional and the def2-TZVPD basis.

XYZ file:
```
17
C3H7Cl4Hg2O | OMol25 | the ωB97M-V functional and the def2-TZVPD basis
Hg 2.5049 -1.7993 -0.9976
Hg 3.0223 1.5194 -2.5434
C 0.2642 0.6915 -0.6980
O 1.5671 0.4059 -1.0463
H -0.5054 -0.0792 -0.7383
H 0.2097 0.9953 0.3474
H -0.0966 1.5196 -1.3081
C 1.3583 2.3810 3.4049
Cl 1.3437 3.4785 2.0206
Cl 1.5988 0.6450 2.9766
H 2.0838 2.6512 4.1723
H 0.3402 2.4197 3.7922
C -2.5590 -3.0196 -1.9155
Cl -3.7474 -2.8864 -3.2958
Cl -3.4427 -2.7413 -0.3617
H -2.0809 -3.9991 -1.9042
H -1.8611 -2.1824 -1.9052
```

Output
* charge: +2
* ⟨S²⟩: 1.176
* total energy: -2340.47272 a.u.
* 2S+1: 2
* ΔE to the lowest compared entry with this formula, charge and spin: 1.136 eV


Entry 2:
This record from OMol25 describes a structure of composition C12H14N2O in a non-equilibrium geometry. The level of theory is the ωB97M-V functional and the def2-TZVPD basis.

XYZ file:
```
29
C12H14N2O | OMol25 | the ωB97M-V functional and the def2-TZVPD basis
C 2.9364 -2.3356 1.9008
C 3.7521 -1.9696 0.7790
C 1.6612 -1.8437 1.9759
C 3.2456 -1.2376 -0.2499
C 1.1007 -0.8799 1.0464
C 1.9788 -0.5706 -0.0828
C -3.0453 1.3970 -0.6749
C -2.1999 2.1721 0.3472
C -2.7134 -0.0602 -0.9680
C -0.6885 1.8297 0.1886
C -1.1475 -0.1291 -1.3467
C -0.3574 0.3838 -0.2120
N -0.0667 -0.3862 0.9136
N 1.3527 0.2370 -0.9103
O 1.7606 0.7377 -1.9849
H 3.3300 -3.0073 2.6940
H 4.7619 -2.3375 0.5685
H 1.0933 -2.1065 2.8219
H 3.9069 -0.8563 -1.0507
H -4.1743 1.6435 -0.3671
H -2.7664 1.7360 -1.6837
H -2.2589 3.2923 0.3204
H -2.6161 1.6891 1.2660
H -2.7590 -0.6772 -0.0439
H -3.3650 -0.4212 -1.8689
H -0.4062 2.3745 -0.6675
H -0.2492 2.0507 1.1721
H -0.9329 -1.2106 -1.5553
H -1.1334 0.4858 -2.3281
```

Output
* total energy: -650.26322 a.u.
* ΔE to the lowest compared entry with this formula, charge and spin: 5.308 eV


Entry 3:
This record from OMol25 describes the molecule C6H7N in a non-equilibrium geometry. The level of theory is the ωB97M-V functional and the def2-TZVPD basis.

XYZ file:
```
14
C6H7N | OMol25 | the ωB97M-V functional and the def2-TZVPD basis
C -3.1593 -0.4779 -0.2347
C -2.0212 -0.4024 0.1267
C -0.6342 -0.3545 0.5673
C -0.4350 0.8796 1.4739
N 0.1754 -1.5482 1.0719
C 0.6592 -0.9090 0.0502
C 1.7509 -0.8646 -0.9277
H -4.1675 -0.5576 -0.4490
H -0.2520 0.4822 2.4905
H -1.3596 1.4741 1.5759
H 0.4391 1.5144 1.0515
H 2.7034 -1.2687 -0.4650
H 1.7984 0.1327 -1.2048
H 1.3349 -1.5342 -1.6661
```

Output
* structure (SMILES): C#C[C@@]1(C)N=C1C
* total energy: -287.42627 a.u.
* ΔE to the lowest compared entry with this formula, charge and spin: 4.380 eV


Entry 4:
This record from OMol25 describes a structure of composition C36H27ClFeN7O3 in a non-equilibrium geometry. The level of theory is the ωB97M-V functional and the def2-TZVPD basis.

XYZ file:
```
75
C36H27ClFeN7O3 | OMol25 | the ωB97M-V functional and the def2-TZVPD basis
Fe 0.3911 -0.1171 0.2787
Cl 0.4887 -3.3641 -6.1128
C 0.7951 -2.7101 -4.5333
C 1.2498 -3.5512 -3.5136
C 1.4880 -3.0425 -2.2596
C 1.2507 -1.6851 -1.9458
O 1.4595 -1.2568 -0.7447
C 0.7755 -0.8406 -3.0054
C 0.4746 0.5492 -2.7903
N 0.4018 1.0640 -1.6188
C 0.2174 2.4119 -1.3539
C -0.5760 3.2728 -2.0782
C -0.6942 4.6222 -1.7031
C -0.0079 5.1189 -0.6289
C 0.8212 4.2663 0.1359
C 1.5824 4.7097 1.2383
C 2.3795 3.8232 1.9072
C 2.3856 2.4777 1.4999
N 1.6734 2.0206 0.5008
C 0.9145 2.8973 -0.2058
C 0.5849 -1.3777 -4.2899
H 1.4098 -4.6011 -3.7205
H 1.8462 -3.6792 -1.4612
H 0.3365 1.1688 -3.6827
H -1.1391 2.8965 -2.9239
H -1.3340 5.2770 -2.2811
H -0.0847 6.1628 -0.3507
H 1.5331 5.7515 1.5318
H 2.9892 4.1393 2.7422
H 2.9972 1.7486 2.0208
H 0.2284 -0.7334 -5.0852
C -3.0646 2.0154 1.9358
C -2.3670 1.1758 0.8949
N -1.0977 0.8990 1.0516
O -0.5728 1.3663 2.2700
C -3.1192 0.8338 -0.2650
C -4.4010 1.5641 -0.5609
N -2.7421 0.0220 -1.2786
O -3.2464 0.2002 -2.4141
H -2.3891 2.2405 2.7498
H -3.9331 1.4877 2.3311
H -3.4002 2.9532 1.4927
H -0.3371 0.5411 2.7366
H -4.9557 1.7744 0.3486
H -5.0116 0.9519 -1.2213
H -4.2139 2.5031 -1.0890
N -2.6400 -9.5229 3.7027
C -2.3676 -8.4647 3.3444
C -2.0231 -7.1494 2.9013
C -0.6986 -6.8468 2.5825
C -0.3657 -5.5694 2.1760
C -1.3338 -4.5652 2.0783
C -2.6563 -4.8875 2.3934
C -3.0017 -6.1621 2.8021
C -0.9430 -3.1958 1.6671
C -1.5673 -2.6413 0.5212
C -2.6214 -3.2909 -0.2881
C -2.9614 -2.4587 -1.2690
C -2.0373 -1.2745 -1.1800
N -1.2682 -1.4667 -0.0012
C 0.0338 -2.5411 2.4541
C 0.5696 -3.0197 3.6928
C 1.4373 -2.0575 4.1584
C 1.4055 -1.0195 3.2090
N 0.5642 -1.2896 2.2011
H 0.0560 -7.6187 2.6492
H 0.6571 -5.3337 1.9143
H -3.4156 -4.1174 2.3481
H -4.0265 -6.4011 3.0527
H -3.0293 -4.2721 -0.1105
H -3.6866 -2.5783 -2.0592
H -1.4011 -1.2922 -2.0694
H 0.3194 -3.9479 4.1785
H 2.0160 -2.0827 5.0680
H 1.9555 -0.0875 3.2293
```

Output
* ⟨S²⟩: 8.853
* total energy: -3720.86800 a.u.
* 2S+1: 6
* ΔE to the lowest compared entry with this formula, charge and spin: 1.182 eV


Entry 5:
This record from OMol25 describes the molecule C7H10 in a non-equilibrium geometry. The level of theory is the ωB97M-V functional and the def2-TZVPD basis.

XYZ file:
```
17
C7H10 | OMol25 | the ωB97M-V functional and the def2-TZVPD basis
C -2.2113 0.2972 1.5420
C -1.5376 -0.2350 0.4366
C -0.3306 0.1127 -0.1999
C 0.1414 -1.0444 -0.9301
C 1.0079 -0.9234 -1.9235
C 0.5650 1.0493 0.3909
C 1.9931 0.6379 0.5460
H -1.7620 1.3580 1.9300
H -3.1766 0.0449 1.9110
H -2.3140 -0.9752 0.0778
H -0.4084 -1.9964 -0.9307
H 1.3895 -1.5522 -2.7406
H 1.2330 0.0732 -1.9208
H 0.4048 2.0998 0.5485
H 1.9418 -0.2860 1.0979
H 2.3779 0.5319 -0.4350
H 2.5467 1.3368 1.2894
```

Output
* structure (SMILES): C=CC(C=C)=CC
* total energy: -272.54387 a.u.
* ΔE to the lowest compared entry with this formula, charge and spin: 4.738 eV